(1)
ORCA calculation (ωB97M-V with the def2-TZVPD basis set) on 10 unconnected molecules or ions with the total composition C60H150N10O20 in a non-equilibrium geometry.

Atoms and positions in Å:
C 4.32192 -25.82133 -2.31689
O 3.13842 -26.22699 -1.62115
C 1.92860 -26.00510 -2.35870
C 0.66131 -25.96927 -1.43578
N 0.74655 -27.20431 -0.61462
C -0.01119 -27.03952 0.61202
C 0.74896 -26.31757 1.77286
O 1.84087 -27.11663 2.22566
C 2.76376 -26.52695 3.12969
H 4.27773 -24.73236 -2.33341
H 4.38160 -26.33878 -3.27438
H 5.16868 -26.11021 -1.69427
H 1.78098 -26.82987 -3.05589
H 1.87797 -25.09999 -2.96393
H -0.21339 -25.94117 -2.08556
H 0.68300 -25.07993 -0.80593
H 1.67984 -27.30337 -0.24146
H -0.30584 -28.05905 0.86073
H -0.91925 -26.48285 0.38043
H 0.02868 -26.26272 2.58912
H 1.11551 -25.30402 1.61020
H 3.47849 -27.22629 3.56350
H 2.22445 -26.03740 3.94061
H 3.26241 -25.73461 2.57145
C 5.28012 -43.49665 -4.59477
O 4.06556 -43.20320 -5.24729
C 3.72749 -41.82966 -5.51064
C 3.45565 -41.07398 -4.19358
N 2.60155 -39.90948 -4.53433
C 2.12406 -39.08686 -3.39416
C 3.17478 -38.66524 -2.37872
O 2.70341 -37.84333 -1.37645
C 3.59982 -37.50824 -0.37770
H 5.40680 -44.53662 -4.29389
H 5.37625 -42.85839 -3.71643
H 6.14538 -43.26550 -5.21603
H 2.82776 -41.72351 -6.11671
H 4.48027 -41.38341 -6.16048
H 4.40675 -40.72756 -3.78924
H 2.96430 -41.82182 -3.57117
H 1.87543 -40.34017 -5.08873
H 1.55274 -39.80674 -2.80809
H 1.44551 -38.28186 -3.67639
H 3.96491 -38.15434 -2.92898
H 3.61408 -39.53813 -1.89585
H 4.30356 -36.74278 -0.70469
H 4.11222 -38.41605 -0.05924
H 3.12965 -37.05242 0.49365
C -7.89884 -31.51314 -2.83532
O -7.15427 -31.79402 -4.03801
C -7.26259 -33.10573 -4.65516
C -7.06958 -34.25353 -3.65208
N -7.09142 -35.56880 -4.21408
C -5.86386 -35.86976 -4.88393
C -4.62338 -36.24708 -3.97073
O -4.06618 -35.15331 -3.17053
C -3.33734 -34.24393 -3.92843
H -7.74743 -30.53999 -2.36825
H -7.77536 -32.24011 -2.03259
H -8.95146 -31.49520 -3.11776
H -6.52544 -33.10509 -5.45809
H -8.21507 -33.29443 -5.15042
H -7.93755 -34.23757 -2.99295
H -6.17174 -34.10569 -3.05197
H -7.89135 -35.66394 -4.82332
H -5.63333 -35.18859 -5.70305
H -6.01630 -36.72823 -5.53806
H -3.85981 -36.80189 -4.51596
H -4.96829 -36.95113 -3.21346
H -2.35494 -34.61048 -4.22615
H -3.04869 -33.37269 -3.34045
H -3.96204 -33.85734 -4.73366
C -2.32828 -29.73709 2.88073
O -1.89232 -30.10408 1.62201
C -2.87396 -30.69061 0.73895
C -2.17561 -31.90308 0.02348
N -1.95185 -32.97704 0.97139
C -1.53940 -34.19806 0.29170
C -1.04735 -35.34623 1.26475
O 0.16295 -34.91175 1.91702
C 0.86639 -35.89645 2.63699
H -2.72176 -30.59970 3.41848
H -3.14697 -29.02484 2.77804
H -1.53864 -29.26765 3.46741
H -3.28987 -30.08044 -0.06280
H -3.74674 -31.03501 1.29370
H -1.18405 -31.65269 -0.35364
H -2.83047 -32.19160 -0.79872
H -1.24101 -32.78401 1.66245
H -0.70517 -34.00899 -0.38386
H -2.25779 -34.45492 -0.48677
H -0.81593 -36.06152 0.47551
H -1.81542 -35.78628 1.90078
H 1.33806 -36.62953 1.98262
H 0.21211 -36.34234 3.38612
H 1.64469 -35.35097 3.17067
C 3.66593 -35.92036 -5.54341
O 3.96396 -34.74842 -4.87990
C 5.32584 -34.79383 -4.38404
C 5.56017 -33.47363 -3.63212
N 5.40710 -32.44170 -4.58628
C 5.58777 -31.08885 -4.08546
C 5.52307 -29.99339 -5.23444
O 4.22550 -29.83733 -5.80035
C 3.24732 -29.12073 -5.04243
H 3.58292 -36.78706 -4.88764
H 4.43104 -36.08459 -6.30219
H 2.76643 -35.78790 -6.14463
H 6.11063 -34.92467 -5.12908
H 5.45154 -35.59643 -3.65732
H 6.54143 -33.46208 -3.15769
H 4.79697 -33.38742 -2.85869
H 4.49210 -32.55063 -4.99980
H 6.57902 -30.96570 -3.64915
H 4.77758 -30.92153 -3.37575
H 6.10898 -30.46243 -6.02490
H 5.98131 -29.04459 -4.95532
H 2.67231 -29.77807 -4.39024
H 2.45385 -28.77819 -5.70663
H 3.57441 -28.20538 -4.54920
C 4.47622 -32.22314 -8.09683
O 3.30614 -32.85476 -8.53456
C 2.09351 -32.18207 -8.22002
C 1.79740 -32.17529 -6.71476
N 0.46581 -31.65104 -6.39359
C -0.61755 -32.53807 -6.87693
C -1.98088 -32.08436 -6.43916
O -3.00870 -32.81180 -7.17935
C -4.29622 -32.15704 -7.27628
H 4.41039 -32.14254 -7.01181
H 4.69046 -31.23728 -8.50949
H 5.32269 -32.81908 -8.43807
H 1.33078 -32.73121 -8.77209
H 2.10028 -31.13744 -8.53113
H 2.46617 -31.51107 -6.16736
H 2.03092 -33.11814 -6.22019
H 0.52589 -31.53706 -5.39184
H -0.40980 -33.55253 -6.53660
H -0.61784 -32.35847 -7.95204
H -2.06325 -31.00062 -6.52172
H -2.11156 -32.28926 -5.37659
H -4.65949 -31.92589 -6.27493
H -5.05149 -32.79729 -7.73208
H -4.19132 -31.20632 -7.79899
C -8.86506 -27.35008 -4.11012
O -7.68957 -27.95862 -4.57311
C -7.52575 -27.70643 -6.00120
C -6.54169 -28.64663 -6.64692
N -5.21378 -28.37843 -6.11260
C -4.73093 -27.25227 -6.86915
C -3.23205 -27.20621 -6.83143
O -2.74946 -26.86546 -5.51206
C -1.32674 -26.62391 -5.41989
H -9.80435 -27.52012 -4.63638
H -8.68247 -26.27911 -4.19820
H -8.96740 -27.54586 -3.04274
H -7.39405 -26.63745 -6.16866
H -8.45735 -27.83060 -6.55329
H -6.47904 -28.63730 -7.73509
H -6.78226 -29.66369 -6.33739
H -5.13783 -28.21388 -5.11899
H -5.30120 -26.36255 -6.60217
H -5.02320 -27.34586 -7.91506
H -2.89171 -26.45326 -7.54229
H -2.70576 -28.10480 -7.15341
H -1.02354 -25.83351 -6.10650
H -0.73948 -27.51860 -5.62665
H -1.03440 -26.30764 -4.41859
C -3.98700 -30.36696 -3.60180
O -2.70297 -30.39050 -3.06131
C -1.77457 -29.35660 -3.39774
C -0.37963 -29.87739 -2.96319
N -0.11742 -31.19050 -3.45081
C 0.99004 -31.86557 -2.79780
C 1.38351 -33.28745 -3.22299
O 0.63058 -34.24574 -2.47087
C 1.22133 -35.56128 -2.61579
H -4.45805 -29.49759 -3.14310
H -4.57707 -31.24345 -3.33406
H -3.96372 -30.18516 -4.67629
H -1.92838 -28.40664 -2.88586
H -1.85941 -29.23623 -4.47775
H -0.26119 -29.80620 -1.88198
H 0.38463 -29.22073 -3.37887
H -0.96526 -31.70505 -3.25977
H 0.75004 -31.96255 -1.73898
H 1.84806 -31.19498 -2.84467
H 2.43703 -33.35143 -2.95078
H 1.34357 -33.43684 -4.30197
H 1.20399 -35.94903 -3.63434
H 0.61093 -36.22279 -2.00103
H 2.19964 -35.49930 -2.13917
C 8.22274 -31.70920 -1.07654
O 7.03708 -30.89658 -1.20125
C 7.22841 -29.48289 -1.17631
C 5.92126 -28.78524 -0.96425
N 5.11803 -29.50775 -0.01830
C 3.75813 -28.84760 0.05189
C 2.80100 -29.76438 0.90622
O 2.59015 -30.98868 0.18658
C 1.71390 -31.82845 0.83759
H 8.53114 -31.64370 -0.03314
H 9.01104 -31.40645 -1.76577
H 8.06024 -32.76171 -1.30874
H 7.76833 -29.31698 -2.10855
H 7.81831 -29.17331 -0.31360
H 5.40690 -28.71513 -1.92269
H 6.21711 -27.76423 -0.72316
H 5.03042 -30.43692 -0.40436
H 3.38056 -28.87644 -0.97021
H 3.81594 -27.87660 0.54374
H 1.89088 -29.19042 1.08039
H 3.23386 -29.97461 1.88425
H 2.10210 -32.38400 1.69127
H 1.43411 -32.71666 0.27112
H 0.83077 -31.27838 1.16254
C -1.11930 -23.21549 1.96414
O -1.79284 -23.69983 3.15193
C -3.15455 -24.04751 3.03204
C -3.43978 -25.41532 2.50413
N -3.47207 -25.41442 1.02027
C -3.67748 -26.70074 0.38355
C -3.82958 -26.81022 -1.11752
O -4.99114 -26.05224 -1.53994
C -5.29629 -26.04076 -2.91886
H -0.07182 -22.96683 2.13458
H -1.63846 -22.35156 1.54918
H -1.15260 -23.98635 1.19423
H -3.64315 -23.31476 2.38983
H -3.60664 -23.96591 4.02051
H -4.47384 -25.65346 2.75333
H -2.74295 -26.18868 2.82734
H -4.15486 -24.71230 0.77341
H -4.60872 -27.09831 0.78708
H -2.91926 -27.39627 0.74333
H -3.91698 -27.85929 -1.40023
H -2.95247 -26.41358 -1.62884
H -6.03619 -25.24511 -3.00600
H -5.60496 -26.99307 -3.35006
H -4.41556 -25.67854 -3.44915

Energy above the lowest of the compared OMol25 structures with the same formula, charge and spin: 489.3 kJ/mol
HOMO energy: -7.98 eV
Structure (SMILES): COCCNCCOC.COCCNCCOC.COCCNCCOC.COCCNCCOC.COCCNCCOC.COCCNCCOC.COCCNCCOC.COCCNCCOC.COCCNCCOC.COCCNCCOC

=====

(2)
ORCA calculation (ωB97M-V with the def2-TZVPD basis set) on C16H18N2O4 in the gas phase in a non-equilibrium geometry.

Atoms and positions in Å:
C -2.68182 -2.86065 1.31106
C -2.97657 -2.58021 -0.15443
O -3.13977 -1.17371 -0.35058
C -2.23680 -0.55837 -1.12714
O -1.38352 -1.11382 -1.77582
N -2.44592 0.79685 -1.16570
C -1.36147 1.61506 -1.66539
C -0.64026 2.29441 -0.47299
N -0.91992 1.55055 0.73437
C -0.19456 0.48052 1.16417
O -0.62760 -0.31988 1.97175
C 1.20566 0.37916 0.67648
C 2.22264 1.28896 0.66605
C 3.38154 0.58161 0.23260
C 4.71638 0.91490 0.00480
C 5.56510 -0.07609 -0.43383
C 5.11420 -1.38157 -0.64890
C 3.79952 -1.73781 -0.43074
C 2.94314 -0.74183 0.01514
O 1.63019 -0.85138 0.29974
C -2.31762 1.62129 1.12406
C -3.20867 1.45549 -0.12830
H -2.49290 -3.92131 1.44883
H -1.80766 -2.29707 1.62973
H -3.52670 -2.56660 1.92912
H -2.15877 -2.92737 -0.79324
H -3.91198 -3.05356 -0.46928
H -1.76024 2.36534 -2.35440
H -0.68376 0.95358 -2.20771
H 0.43042 2.33832 -0.65634
H -1.01443 3.31168 -0.32422
H 2.16779 2.31902 0.95681
H 5.06638 1.92251 0.16970
H 6.60397 0.15423 -0.61781
H 5.81433 -2.12767 -0.99298
H 3.44252 -2.74157 -0.59337
H -2.49149 0.81190 1.83517
H -2.50793 2.58105 1.61448
H -3.51885 2.42738 -0.52148
H -4.09462 0.86665 0.10058

Energy above the lowest of the compared OMol25 structures with the same formula, charge and spin: 91.0 kJ/mol
HOMO energy: -8.55 eV
Structure (SMILES): CCOC(=O)N1CCN(C(=O)c2cc3ccccc3o2)CC1